(1)
Computed, not measured: a structure of composition CH10Na6O12S in a non-equilibrium geometry, with ωB97M-V/def2-TZVPD.

The total energy is -63094.0109 eV. The calculation puts the HOMO-LUMO gap at 2.56 eV. Its charge is +2. The value obtained for the HOMO energy is -11.745 eV. As for the energy above the lowest of the compared OMol25 structures with the same formula, charge and spin: 0.0 kcal/mol.

The geometry in XYZ format:
```
30
Properties=species:S:1:pos:R:3:lowdin_charge:R:1
O -0.460 2.558 2.721 -0.0224
O 2.511 -0.614 0.833 -0.0192
H 1.693 -0.148 0.660 -0.0288
H -1.322 2.746 2.336 0.0100
Na 0.309 2.919 -1.264 0.7740
O 0.182 0.805 0.486 -0.3274
O -0.511 -2.051 2.350 0.0036
Na 0.666 -0.402 -3.003 0.6406
H -0.887 -1.257 1.955 0.0015
H 1.597 1.910 0.866 -0.0279
O 2.359 -1.996 -3.857 -0.0494
Na 1.683 -2.822 0.100 0.6205
O 2.096 2.728 0.846 -0.0144
H -0.082 1.853 2.193 -0.0132
O -1.996 -0.291 0.288 -0.4049
H 3.207 -0.028 0.514 0.0816
O 1.238 -3.158 -2.370 -0.1286
Na -3.661 -1.684 0.823 0.8106
H -2.428 1.455 0.892 -0.0229
H -3.504 2.352 0.283 0.0462
Na -1.071 -2.978 -1.646 0.6631
O -2.891 2.292 1.021 -0.0299
O 0.035 -1.120 -0.818 -0.3774
O 3.253 -2.411 -1.890 -0.0052
H 1.468 3.433 1.041 0.0466
Na -3.099 0.264 -2.603 0.7900
O -1.032 0.929 -1.561 -0.4046
S -0.731 0.075 -0.374 0.3292
C 2.317 -2.571 -2.723 -0.9729
H -0.938 -2.788 1.902 0.0314
```

=====

(2)
Computed, not measured: a cluster of 4 separate species, CH10O3S2 in total in a non-equilibrium geometry, with ωB97M-V/def2-TZVPD.

The total energy is -29011.5261 eV. The calculation puts the HOMO-LUMO gap (spin up / spin down) at 2.93 / 7.32 eV. Its charge is -1. The value obtained for the HOMO energy (spin up / spin down) is 0.154 / -4.286 eV. The spin multiplicity is 2. The expectation value of S² is 0.753. As for the energy above the lowest of the compared OMol25 structures with the same formula, charge and spin: 24.6 kcal/mol.

The geometry in XYZ format:
```
16
Properties=species:S:1:pos:R:3:lowdin_charge:R:1
C -2.896 -0.254 0.020 -0.5582
H 2.271 2.571 0.559 0.0383
H 2.573 -0.264 1.396 0.0302
H 0.856 -0.370 -1.970 -0.0232
O 2.388 -0.191 2.339 -0.0768
O 2.006 1.680 0.306 -0.0786
O 0.457 0.473 -2.195 -0.1075
S -0.908 -2.364 -0.686 -0.0421
H 1.028 1.158 -1.820 0.0070
S -1.288 -0.820 0.716 0.0408
H 1.517 -0.594 2.449 0.0364
H -3.737 -0.768 0.483 0.0007
H -2.973 0.850 -0.134 0.0216
H -2.974 -0.658 -0.992 -0.0179
H 1.840 1.327 1.201 0.0127
H -0.162 -1.777 -1.672 -0.2834
```

=====

(3)
Computed, not measured: a cluster of 4 separate species, CH10O3S2 in total, with ωB97M-V/def2-TZVPD.

The total energy is -29012.3347 eV. The calculation puts the HOMO-LUMO gap at 9.19 eV. The value obtained for the HOMO energy is -8.760 eV. As for the energy above the lowest of the compared OMol25 structures with the same formula, charge and spin: 3.9 kcal/mol.

The geometry in XYZ format:
```
16
Properties=species:S:1:pos:R:3:lowdin_charge:R:1
H 0.991 -0.210 -1.691 0.0087
H 2.681 -0.906 1.395 0.0348
H -1.171 -0.637 1.660 0.0095
O 0.726 -1.056 -1.292 -0.0717
O 2.341 -0.107 0.981 -0.0769
S -2.765 0.513 0.300 0.3580
C -1.718 0.290 1.761 -0.4930
H 1.772 -0.462 0.279 -0.0149
H -1.012 1.114 1.900 0.0344
H -2.618 -1.318 -1.525 -0.2153
H -0.202 -1.119 -1.554 0.0165
H -2.336 0.255 2.653 0.0222
S -3.007 -1.461 -0.254 0.3161
H 2.866 1.505 -1.484 0.0561
O 1.969 1.476 -1.832 -0.0490
H 1.482 2.122 -1.296 0.0644
```

=====

(4)
Computed, not measured: an isolated molecule of CH10P6 in a non-equilibrium geometry, with ωB97M-V/def2-TZVPD.

The total energy is -56928.8584 eV. The calculation puts the HOMO-LUMO gap at 8.31 eV. The value obtained for the HOMO energy is -7.938 eV. As for the energy above the lowest of the compared OMol25 structures with the same formula, charge and spin: 16.4 kcal/mol.

The geometry in XYZ format:
```
17
Properties=species:S:1:pos:R:3:lowdin_charge:R:1
H 0.896 2.455 -1.278 -0.1671
H -3.688 1.108 -1.065 -0.1382
H -1.331 -1.458 1.446 -0.2129
H 4.062 1.072 -0.814 -0.1599
P 3.109 1.839 -0.073 0.3706
P 0.185 0.548 0.467 0.1989
H -2.299 2.019 -2.200 -0.1607
H -3.269 -1.674 1.071 -0.1937
H 0.376 -2.189 0.351 -0.0003
H 2.201 -1.546 0.611 -0.0036
P -2.466 -0.638 1.417 0.4465
H 3.304 0.942 0.945 -0.1948
P -2.549 2.051 -0.768 0.3806
P -1.648 0.042 -0.523 -0.0752
P 1.500 1.151 -1.250 0.1801
H 1.029 -1.701 1.927 -0.0038
C 1.121 -1.489 0.841 -0.2664
```

=====

(5)
Computed, not measured: a structure of composition CH10P6 in a non-equilibrium geometry, with ωB97M-V/def2-TZVPD.

The total energy is -56928.0852 eV. The calculation puts the HOMO-LUMO gap at 8.70 eV. The value obtained for the HOMO energy is -8.245 eV. As for the energy above the lowest of the compared OMol25 structures with the same formula, charge and spin: 34.3 kcal/mol.

The geometry in XYZ format:
```
17
Properties=species:S:1:pos:R:3:lowdin_charge:R:1
H 3.179 -1.672 -0.140 -0.1041
P -1.846 1.359 -0.707 0.6900
H -2.482 -1.473 -0.101 -0.1590
H 0.489 -0.233 2.267 -0.1590
P -0.733 0.315 1.907 0.6576
H -0.423 1.635 1.774 -0.1619
P -1.202 -1.724 -0.105 0.5997
H 1.326 -2.415 -0.853 -0.1829
H -1.510 -1.991 -1.453 -0.0869
H 1.372 2.762 -0.710 -0.1185
C -0.668 0.006 0.075 -1.6223
P 1.030 -0.039 -0.767 0.2487
P 1.734 -1.805 0.362 0.4030
H -2.917 1.301 0.290 -0.1030
H -2.392 0.349 -1.580 -0.1227
H 3.079 1.864 -0.464 -0.2484
P 1.966 1.761 0.205 0.4698
```

=====

(6)
Computed, not measured: a structure of composition CH11LiO5 in a non-equilibrium geometry, with ωB97M-V/def2-TZVPD.

The total energy is -11656.6483 eV. The calculation puts the HOMO-LUMO gap at 6.53 eV. The value obtained for the HOMO energy is -7.182 eV. As for the energy above the lowest of the compared OMol25 structures with the same formula, charge and spin: 28.8 kcal/mol.

The geometry in XYZ format:
```
18
Properties=species:S:1:pos:R:3:lowdin_charge:R:1
O 0.027 -1.846 1.392 -0.0084
H 1.587 -0.708 -2.496 0.0531
O -1.419 1.102 1.255 0.0256
H -0.641 -2.335 1.556 -0.0624
Li 0.196 -0.111 0.263 0.6759
H 1.719 1.431 1.799 0.0325
C 0.999 -1.018 -1.639 -0.3457
H -2.298 1.529 -0.900 -0.0662
H 1.734 -0.937 -0.722 0.0475
H -1.602 0.452 -1.715 -0.0229
H 0.789 -2.439 1.711 0.1295
O 1.656 1.209 0.866 -0.1736
O -2.309 1.178 -1.749 -0.1054
H -1.299 1.964 1.384 -0.0109
H -1.447 0.907 2.154 0.0306
O -0.254 -0.350 -1.643 -0.4673
H 0.649 -2.069 -1.669 0.0638
H 1.915 2.041 0.155 0.2040
```

=====

(7)
Computed, not measured: a cluster of 4 separate species, CH11N2O3 in total in a non-equilibrium geometry, with ωB97M-V/def2-TZVPD.

The total energy is -10331.8860 eV. The calculation puts the HOMO-LUMO gap at 9.93 eV. Its charge is +1. The value obtained for the HOMO energy is -13.357 eV. As for the energy above the lowest of the compared OMol25 structures with the same formula, charge and spin: 33.6 kcal/mol.

The geometry in XYZ format:
```
17
Properties=species:S:1:pos:R:3:lowdin_charge:R:1
H 0.861 -0.074 0.223 0.1062
H 1.729 -1.070 3.529 0.0805
H 1.406 -2.479 4.014 0.0850
H 0.563 2.740 0.387 0.0472
H -2.358 3.717 -5.618 0.0300
N 0.030 -0.605 -0.024 0.1762
H -1.229 -2.188 -0.185 0.1599
H -0.642 0.013 -0.457 0.1343
H -0.941 -2.987 1.824 0.1198
H 0.328 -2.086 2.424 0.0897
O 1.344 2.194 0.266 -0.0511
H 2.091 2.768 0.078 0.0539
H -1.562 2.820 -6.619 0.0328
C -0.482 -1.724 0.444 -0.1767
O 1.000 -1.611 3.864 -0.0237
O -1.878 2.894 -5.716 -0.0628
N -0.261 -2.323 1.567 0.1989
```

=====

(8)
Computed, not measured: a cluster of 3 separate species, CH11N6 in total in a non-equilibrium geometry, with ωB97M-V/def2-TZVPD.

The total energy is -10143.7303 eV. The calculation puts the HOMO-LUMO gap (spin up / spin down) at 7.96 / 7.12 eV. Its charge is +1. The value obtained for the HOMO energy (spin up / spin down) is -10.694 / -13.557 eV. The spin multiplicity is 3. The expectation value of S² is 2.008. As for the energy above the lowest of the compared OMol25 structures with the same formula, charge and spin: 35.6 kcal/mol.

The geometry in XYZ format:
```
18
Properties=species:S:1:pos:R:3:lowdin_charge:R:1
C -1.083 0.898 0.035 -0.2802
H 0.742 1.539 0.560 0.0906
N -2.129 1.202 -0.620 0.1987
H 2.381 -1.529 -0.708 0.1455
N 2.375 0.721 -0.492 0.0249
H -2.207 2.181 -0.911 0.1540
H -0.283 -2.008 0.892 0.0189
H -2.932 0.586 -0.673 0.1501
N 1.396 -1.185 -0.956 0.0680
H -1.720 -2.952 0.785 0.0382
H -1.052 -2.665 2.215 -0.0097
H 2.899 1.255 -1.130 0.0807
N -1.238 -2.227 1.352 -0.0069
N -0.212 1.724 0.370 0.2135
H -0.911 -0.287 0.095 0.1454
H -0.435 2.639 0.333 0.1035
N 1.277 0.010 -0.928 -0.2213
H 3.132 0.096 -0.217 0.0863
```

=====

(9)
Computed, not measured: a cluster of 5 separate species, CH11NO4 in total in a non-equilibrium geometry, with ωB97M-V/def2-TZVPD.

The total energy is -10894.9745 eV. The calculation puts the HOMO-LUMO gap at 10.91 eV. The value obtained for the HOMO energy is -10.380 eV. As for the energy above the lowest of the compared OMol25 structures with the same formula, charge and spin: 24.2 kcal/mol.

The geometry in XYZ format:
```
17
Properties=species:S:1:pos:R:3:lowdin_charge:R:1
H -1.089 -2.275 -1.818 0.0463
O -1.958 1.342 -0.637 -0.0653
H 1.255 -1.221 0.680 -0.0084
H -0.194 1.068 2.728 0.0540
O -1.452 -1.427 -1.540 -0.0722
H 0.873 1.097 -0.684 0.0496
C 1.900 0.865 -0.951 -0.1039
O 0.473 -1.786 0.822 -0.0885
H 2.253 1.405 -1.867 0.0814
H -1.297 -1.465 -0.582 0.0203
H 0.091 -1.198 1.496 0.0006
H -1.577 1.047 2.198 0.0494
H -1.805 0.566 -1.190 -0.0028
O -0.776 0.498 2.208 -0.0579
N 2.604 0.203 -0.140 0.0196
H 3.542 0.015 -0.457 0.0426
H -2.842 1.267 -0.266 0.0352
```

=====

(10)
Computed, not measured: a cluster of 4 separate species, CH11NO4 in total in a non-equilibrium geometry, with ωB97M-V/def2-TZVPD.

The total energy is -10895.0409 eV. The calculation puts the HOMO-LUMO gap at 9.95 eV. The value obtained for the HOMO energy is -9.523 eV. As for the energy above the lowest of the compared OMol25 structures with the same formula, charge and spin: 22.7 kcal/mol.

The geometry in XYZ format:
```
17
Properties=species:S:1:pos:R:3:lowdin_charge:R:1
O -0.332 -0.757 1.935 -0.1288
H 0.228 -1.612 1.794 0.0613
H 0.355 -0.145 1.601 0.0109
H 1.509 -1.584 -0.152 0.0682
H 2.469 0.717 -0.465 0.0177
N -1.518 -0.104 -0.702 0.0071
C -1.598 1.279 -0.656 -0.3710
O 1.665 0.318 -0.223 -0.1023
H -1.965 1.479 0.436 0.1531
H -2.215 1.662 -1.555 0.1417
H -1.199 -0.486 -1.572 0.0709
H -1.063 -0.621 0.120 0.0738
H 1.996 -2.822 0.666 0.0433
H -0.014 2.307 -0.026 0.0918
O 1.174 -2.409 0.386 -0.1098
O -0.369 1.957 -0.855 -0.1060
H 0.877 0.820 -0.733 0.0779
```